No. 1
Formula: C28H54N3O2Si
Source: the Open Molecules 2025 dataset
Level of theory: ωB97M-V/def2-TZVPD

Geometry (Å):
C  -3.574  -0.603  -8.641
C  -3.142  0.435  -7.476
C  -2.259  -0.419  -6.393
C  -2.665  0.163  -4.953
N  -1.886  -0.417  -3.784
C  -1.998  -1.911  -3.907
O  -3.310  -2.415  -4.196
C  -3.484  -3.657  -3.462
C  -2.448  -0.008  -2.435
N  -3.918  -0.174  -2.299
C  -2.103  1.496  -1.994
N  -1.348  2.313  -2.974
C  -0.222  1.604  -3.628
O  -0.100  2.187  -4.971
C  0.884  3.277  -4.927
C  1.125  3.923  -6.405
C  -0.440  -0.007  -3.774
C  0.548  -0.759  -2.779
C  0.694  -0.199  -1.286
C  2.119  -0.786  -0.725
C  2.026  -1.364  0.769
C  2.597  -0.340  1.894
C  1.970  -0.746  3.328
C  1.959  0.449  4.402
C  3.080  0.335  5.551
Si  2.548  -0.683  7.086
C  4.010  -1.810  7.697
C  1.125  -1.897  6.544
C  1.835  0.380  8.516
C  1.306  1.838  8.372
C  0.712  2.535  9.637
C  0.625  1.848  11.040
C  1.188  0.409  11.164
C  1.781  -0.315  9.930
H  -4.489  -1.239  -8.328
H  -2.731  -1.375  -8.815
H  -3.871  -0.096  -9.621
H  -4.124  0.682  -6.914
H  -2.599  1.358  -7.859
H  -1.161  -0.187  -6.676
H  -2.541  -1.509  -6.569
H  -3.797  0.002  -4.864
H  -2.545  1.309  -5.042
H  -1.280  -2.361  -4.698
H  -1.668  -2.407  -2.914
H  -3.616  -3.426  -2.342
H  -2.570  -4.334  -3.648
H  -4.394  -4.215  -3.869
H  -1.990  -0.698  -1.625
H  -4.186  -1.161  -2.128
H  -4.286  0.327  -1.471
H  -1.496  1.505  -1.011
H  -3.070  2.079  -1.746
H  -1.945  2.818  -3.638
H  0.788  1.848  -3.119
H  0.546  4.122  -4.217
H  1.924  2.910  -4.594
H  0.528  3.379  -7.209
H  2.246  3.810  -6.664
H  0.945  5.063  -6.393
H  -0.022  -0.230  -4.831
H  1.604  -0.638  -3.245
H  0.422  -1.896  -2.689
H  0.773  0.928  -1.175
H  -0.096  -0.648  -0.568
H  2.852  0.111  -0.698
H  2.576  -1.522  -1.481
H  2.678  -2.320  0.787
H  0.963  -1.659  1.063
H  3.733  -0.534  1.934
H  2.455  0.759  1.621
H  2.450  -1.710  3.721
H  0.860  -1.007  3.123
H  0.902  0.499  4.867
H  2.117  1.429  3.835
H  3.481  1.388  5.818
H  3.979  -0.223  5.078
H  4.283  -2.503  6.810
H  3.630  -2.441  8.570
H  4.927  -1.184  8.014
H  0.207  -1.215  6.375
H  1.393  -2.503  5.613
H  0.865  -2.539  7.457
H  1.331  2.362  7.360
H  0.284  3.601  9.541
H  0.167  2.345  11.960
H  1.144  -0.150  12.153
H  2.190  -1.387  10.044

Computed properties:
LUMO ... -2.17 eV
SMILES ... CCCC[N@+]1(COC)[C@H](N)CN[C@H](OCC)[C@H]1CCCCCCCC[Si](C)(C)c1ccccc1
Multiplicity ... 1
ΔE to the lowest compared entry with this formula, charge and spin ... 8.7099 eV
HOMO ... -9.87 eV
Frontier orbital gap ... 7.71 eV
Charge ... +1

Atomic partial charges in e from the Mulliken method, atoms 1 to 6:
1. C -1.091
2. C -0.339
3. C -0.196
4. C -1.221
5. N 0.903
6. C -1.436

***

No. 2
Formula: C9H24BNO4S
Source: the Open Molecules 2025 dataset
Level of theory: ωB97M-V/def2-TZVPD

Geometry (Å):
C  2.808  -3.193  -1.204
O  2.912  -1.806  -0.930
B  2.049  -1.198  -0.054
O  1.989  -1.673  1.236
C  1.245  0.081  -0.563
N  0.740  -0.089  -1.935
C  0.162  0.628  0.428
O  -1.105  0.840  -0.145
C  -2.010  -0.248  -0.056
C  -2.484  -0.705  -1.440
C  -1.980  -2.081  -1.881
C  -2.785  -3.272  -1.367
S  -2.438  -3.836  0.330
H  2.484  -3.335  -2.237
H  2.104  -3.697  -0.536
H  3.784  -3.664  -1.075
H  1.120  -1.805  1.623
H  2.020  0.861  -0.596
H  0.836  -1.043  -2.255
H  1.243  0.486  -2.595
H  0.056  -0.047  1.288
H  0.495  1.587  0.829
H  -1.517  -1.077  0.465
H  -2.853  0.069  0.569
H  -2.107  0.043  -2.138
H  -3.578  -0.692  -1.493
H  -1.988  -2.132  -2.974
H  -0.936  -2.199  -1.573
H  -3.857  -3.090  -1.462
H  -2.564  -4.158  -1.966
H  -2.869  -2.732  0.954
C  0.379  5.473  2.533
C  1.255  4.289  2.891
O  1.833  3.673  1.746
H  -0.413  5.167  1.849
H  -0.077  5.900  3.428
H  0.965  6.258  2.049
H  0.664  3.506  3.367
H  2.035  4.589  3.598
H  2.382  4.321  1.292

Computed properties:
LUMO ... 0.62 eV
SMILES ... COB(O)[C@@H](N)COCCCCS.CCO
Multiplicity ... 1
HOMO ... -8.91 eV
Frontier orbital gap ... 9.53 eV
Charge ... 0

Atomic partial charges in e from the natural (NBO) method, atoms 1 to 6:
1. C -0.241
2. O -0.730
3. B 1.158
4. O -0.912
5. C -0.451
6. N -0.823

***

No. 3
Formula: C15H28F6N3O2SbW
Source: the Open Molecules 2025 dataset
Level of theory: ωB97M-V/def2-TZVPD

Geometry (Å):
W  -0.171  0.489  -0.064
C  0.289  -2.470  2.197
C  -0.657  -1.655  1.374
C  -1.552  -2.358  0.494
C  -2.537  -1.671  -0.185
C  -3.578  -2.341  -0.993
C  -2.554  -0.228  -0.013
C  -2.077  0.364  1.216
C  -2.747  1.534  1.839
C  -1.027  -0.347  1.870
H  -0.293  -3.037  2.939
H  0.982  -1.863  2.778
H  0.814  -3.226  1.616
H  -1.482  -3.436  0.427
H  -4.465  -2.496  -0.366
H  -3.275  -3.334  -1.320
H  -3.916  -1.742  -1.837
H  -3.357  0.307  -0.529
H  -3.635  1.183  2.378
H  -3.102  2.259  1.105
H  -2.116  2.026  2.580
H  -0.757  -0.078  2.893
N  1.914  -0.211  0.473
C  2.977  -0.639  -0.499
C  2.802  -2.078  -0.968
C  1.433  -2.416  -1.562
C  0.952  -1.440  -2.640
N  -0.226  -0.660  -2.130
H  2.353  0.568  0.985
H  1.916  -0.962  1.182
H  3.955  -0.572  -0.012
H  2.999  0.056  -1.341
H  2.996  -2.760  -0.138
H  3.577  -2.277  -1.711
H  0.666  -2.445  -0.775
H  1.506  -3.423  -1.974
H  0.668  -1.988  -3.542
H  1.748  -0.750  -2.923
H  -1.012  -1.327  -2.164
H  -0.469  0.025  -2.865
N  1.140  2.001  -1.434
C  0.377  3.251  -1.623
C  -1.180  2.947  -1.448
O  -1.977  3.809  -1.614
O  -1.326  1.710  -1.146
H  2.000  2.268  -0.935
H  1.444  1.672  -2.359
H  0.497  3.708  -2.610
H  0.611  3.998  -0.855
F  -0.066  2.302  1.043
Sb  1.426  3.145  2.624
F  1.139  4.711  1.573
F  2.435  2.522  0.979
F  2.908  2.997  3.760
F  1.234  1.118  2.681
F  -0.206  3.259  3.569

Computed properties:
LUMO (spin up / spin down) ... -13.72 / -13.45 eV
Multiplicity ... 2
ΔE to the lowest compared entry with this formula, charge and spin ... 3.3167 eV
HOMO (spin up / spin down) ... -19.28 / -19.28 eV
Frontier orbital gap (spin up / spin down) ... 5.56 / 5.83 eV
⟨S²⟩ ... 0.762
Charge ... +3

Atomic partial charges in e from the natural (NBO) method, atoms 1 to 6:
1. W 2.105
2. C -0.701
3. C 0.058
4. C -0.067
5. C 0.153
6. C -0.705

***

| no. | largest force on an atom (Eh/bohr) | DFT total energy (Ha) |
| --- | --- | --- |
| 1 | 0.088 | -1702.9647 |
| 2 | 0.016 | -1136.0955 |
| 3 | 0.111 | -1808.6526 |